No. 1
The following is a DFT calculation (ωB97M-V with the def2-TZVPD basis set) of a 7-piece molecular cluster, C37H94N6O13 overall.

Last column: Mulliken charge in e.
Element x y z (Å)
C (-1.053, -0.118, -0.163)  -0.65
O (-2.039, -0.024, -1.193)  -0.40
H (-1.118, -1.125, 0.251)  0.38
H (-0.075, 0.009, -0.627)  0.26
H (-1.117, 0.675, 0.582)  0.25
H (-2.843, -0.508, -0.989)  0.14
C (-9.360, 5.623, -4.563)  -0.79
O (-8.761, 5.365, -3.273)  -0.32
C (-9.266, 4.093, -2.829)  -0.56
C (-8.449, 3.761, -1.511)  -0.74
N (-7.168, 3.244, -1.940)  -0.17
C (-6.281, 2.871, -0.816)  -1.15
C (-4.980, 2.229, -1.287)  0.54
O (-4.292, 3.301, -1.889)  -0.55
C (-3.130, 2.831, -2.459)  -0.29
H (-9.104, 6.621, -4.918)  0.28
H (-10.447, 5.690, -4.622)  0.31
H (-9.015, 4.929, -5.330)  0.32
H (-9.019, 3.328, -3.566)  0.31
H (-10.345, 4.142, -2.684)  0.47
H (-8.922, 2.984, -0.909)  0.39
H (-8.332, 4.644, -0.883)  0.33
H (-6.741, 3.943, -2.531)  0.23
H (-6.786, 2.165, -0.156)  0.54
H (-6.054, 3.762, -0.231)  0.43
H (-5.173, 1.434, -2.007)  -0.19
H (-4.469, 1.699, -0.483)  0.14
H (-2.664, 3.604, -3.069)  0.39
H (-3.350, 2.105, -3.241)  0.10
H (-2.511, 2.355, -1.698)  -0.01
C (0.989, 3.010, -0.429)  -0.02
O (1.799, 4.072, -0.839)  -0.51
C (1.957, 5.074, 0.223)  0.72
C (2.872, 6.179, -0.276)  -1.30
N (4.224, 5.762, -0.714)  -0.39
C (5.045, 5.468, 0.468)  0.34
C (6.448, 4.862, 0.122)  -0.68
O (6.989, 4.102, 1.185)  -0.33
C (8.000, 3.208, 0.679)  -0.79
H (1.363, 2.435, 0.419)  -0.10
H (0.861, 2.357, -1.292)  0.37
H (0.017, 3.391, -0.114)  0.01
H (2.310, 4.465, 1.055)  -0.20
H (0.985, 5.553, 0.345)  0.13
H (2.763, 6.997, 0.435)  0.42
H (2.448, 6.528, -1.218)  0.45
H (4.120, 5.000, -1.369)  0.34
H (4.532, 4.740, 1.096)  -0.39
H (5.186, 6.366, 1.070)  0.23
H (7.044, 5.732, -0.153)  0.36
H (6.226, 4.233, -0.740)  0.36
H (8.712, 2.935, 1.457)  0.27
H (8.632, 3.644, -0.094)  0.34
H (7.547, 2.330, 0.217)  0.31
C (1.251, -1.466, 2.809)  -0.70
O (1.945, -2.638, 2.477)  -0.37
C (3.302, -2.643, 2.834)  -0.74
C (4.023, -3.985, 2.501)  -0.51
N (5.258, -3.965, 3.310)  -0.29
C (6.174, -5.003, 2.863)  -0.48
C (7.173, -5.446, 3.950)  -0.61
O (8.395, -4.656, 4.098)  -0.33
C (9.347, -4.872, 3.070)  -0.70
H (1.266, -1.319, 3.889)  0.43
H (0.185, -1.549, 2.596)  0.30
H (1.635, -0.584, 2.296)  0.21
H (3.455, -2.482, 3.901)  0.52
H (3.871, -1.833, 2.378)  0.22
H (4.210, -3.964, 1.428)  0.30
H (3.411, -4.835, 2.803)  0.34
H (5.703, -3.062, 3.230)  0.20
H (6.746, -4.759, 1.968)  0.26
H (5.541, -5.854, 2.612)  0.42
H (7.353, -6.509, 3.789)  0.35
H (6.677, -5.406, 4.919)  0.32
H (10.209, -4.218, 3.199)  0.26
H (8.979, -4.682, 2.061)  0.27
H (9.707, -5.901, 3.042)  0.30
C (-5.179, -0.467, -4.478)  -0.77
O (-5.468, -1.356, -3.364)  -0.37
C (-4.329, -2.189, -3.056)  -0.41
C (-4.619, -2.592, -1.580)  -0.95
N (-4.548, -1.448, -0.667)  0.21
C (-4.624, -1.864, 0.753)  -1.15
C (-4.405, -0.708, 1.680)  0.04
O (-5.545, 0.109, 1.688)  -0.32
C (-5.562, 1.031, 2.784)  -0.63
H (-5.160, -1.038, -5.406)  0.37
H (-4.214, 0.029, -4.377)  0.24
H (-5.890, 0.351, -4.595)  0.27
H (-3.395, -1.638, -3.166)  0.23
H (-4.259, -3.004, -3.776)  0.46
H (-3.983, -3.367, -1.153)  0.51
H (-5.663, -2.896, -1.666)  0.33
H (-5.291, -0.776, -0.792)  0.01
H (-3.829, -2.608, 0.806)  0.49
H (-5.580, -2.338, 0.977)  0.31
H (-3.520, -0.152, 1.372)  -0.10
H (-4.106, -1.045, 2.672)  0.57
H (-5.827, 0.630, 3.763)  0.31
H (-6.180, 1.792, 2.307)  0.25
H (-4.580, 1.492, 2.889)  0.14
C (4.586, 1.397, 2.011)  -0.83
O (3.287, 1.708, 2.574)  0.07
C (3.526, 2.521, 3.704)  -0.73
C (2.208, 2.704, 4.367)  -0.71
N (1.176, 3.178, 3.430)  -0.03
C (-0.144, 2.668, 3.723)  -0.34
C (-1.249, 3.658, 3.227)  -1.13
O (-1.476, 3.645, 1.858)  0.11
C (-2.166, 4.825, 1.415)  -1.00
H (5.324, 1.012, 2.715)  0.37
H (5.069, 2.313, 1.670)  0.09
H (4.434, 0.769, 1.134)  0.31
H (3.933, 3.480, 3.386)  0.28
H (4.325, 2.139, 4.340)  0.57
H (2.362, 3.477, 5.120)  0.28
H (1.887, 1.773, 4.835)  0.41
H (1.516, 2.601, 2.674)  -0.13
H (-0.234, 2.610, 4.807)  0.64
H (-0.381, 1.712, 3.255)  -0.01
H (-1.006, 4.659, 3.585)  0.43
H (-2.219, 3.543, 3.710)  0.44
H (-3.157, 4.946, 1.852)  0.38
H (-2.294, 4.784, 0.333)  0.23
H (-1.586, 5.725, 1.620)  0.35
C (1.253, -2.721, -1.945)  -0.37
O (1.216, -4.097, -2.268)  -0.35
C (0.199, -4.820, -1.547)  -0.34
C (0.317, -6.300, -1.810)  -0.55
N (0.108, -6.603, -3.232)  -0.43
C (0.357, -8.019, -3.584)  -0.67
C (1.846, -8.289, -3.545)  -0.56
O (2.576, -7.450, -4.433)  -0.33
C (3.909, -7.923, -4.651)  -0.80
H (1.812, -2.161, -2.694)  0.34
H (1.773, -2.476, -1.019)  0.17
H (0.289, -2.229, -1.816)  -0.02
H (-0.757, -4.376, -1.826)  0.20
H (0.221, -4.697, -0.464)  0.40
H (-0.428, -6.917, -1.307)  0.38
H (1.343, -6.574, -1.563)  0.22
H (0.821, -6.005, -3.626)  0.33
H (-0.016, -8.185, -4.595)  0.32
H (-0.096, -8.750, -2.914)  0.33
H (2.148, -9.304, -3.801)  0.56
H (2.267, -8.157, -2.548)  0.29
H (3.863, -8.813, -5.279)  0.32
H (4.517, -8.177, -3.783)  0.31
H (4.473, -7.196, -5.236)  0.27

## Properties
E_LUMO ... 0.516 eV
2S+1 ... 1
Charge ... 0
SMILES ... COCCNCCOC.COCCNCCOC.COCCNCCOC.COCCNCCOC.COCCNCCOC.COCCNCCOC.CO
Kohn-Sham gap ... 0.3288 hartree
Energy ... -2772.39491 a.u.


No. 2
The following is a DFT calculation (ωB97M-V with the def2-TZVPD basis set) of C28H38N11O2V as an isolated structure.

Last column: Mulliken charge in e.
Element x y z (Å)
V (-1.050, 0.227, 0.734)  0.28
O (4.773, 1.382, 4.062)  -0.67
C (4.358, 0.231, 3.972)  0.39
O (4.702, -0.914, 4.238)  -0.67
C (2.878, 0.223, 3.246)  -0.81
C (2.224, -0.969, 2.985)  -0.90
C (0.985, -0.924, 2.371)  0.08
N (0.403, 0.241, 2.009)  0.88
C (1.010, 1.401, 2.340)  0.53
C (2.246, 1.423, 2.962)  -1.02
C (0.207, 2.607, 2.124)  0.81
C (0.695, 3.897, 2.310)  -1.01
C (-0.187, 4.961, 2.276)  -0.75
C (-1.535, 4.703, 2.056)  -1.13
C (-1.924, 3.403, 1.807)  0.30
N (-1.082, 2.363, 1.821)  0.39
C (0.131, -2.095, 2.169)  1.11
C (0.531, -3.408, 2.398)  -0.78
C (-0.401, -4.421, 2.286)  -0.82
C (-1.713, -4.093, 1.955)  -1.02
C (-2.019, -2.771, 1.713)  0.15
N (-1.124, -1.782, 1.803)  0.42
H (2.686, -1.898, 3.293)  0.65
H (2.732, 2.344, 3.258)  0.63
H (1.748, 4.066, 2.484)  0.49
H (0.164, 5.972, 2.434)  0.49
H (-2.267, 5.497, 2.074)  0.48
H (-2.969, 3.198, 1.598)  0.24
H (1.553, -3.627, 2.671)  0.53
H (-0.119, -5.450, 2.465)  0.51
H (-2.482, -4.850, 1.895)  0.51
H (-3.034, -2.497, 1.438)  0.44
N (-1.514, 1.634, -0.846)  -0.11
C (-2.774, 1.481, -1.617)  -0.60
C (-4.002, 1.503, -0.709)  -0.70
C (-4.116, 0.317, 0.246)  -0.43
N (-3.074, 0.342, 1.304)  -0.40
H (-1.474, 2.589, -0.504)  0.48
H (-0.721, 1.527, -1.477)  -0.11
H (-2.741, 0.540, -2.164)  0.23
H (-2.866, 2.285, -2.349)  0.55
H (-4.887, 1.508, -1.344)  0.51
H (-4.013, 2.438, -0.142)  0.12
H (-4.017, -0.614, -0.312)  0.11
H (-5.108, 0.329, 0.699)  0.56
H (-3.227, -0.431, 1.948)  0.28
H (-3.203, 1.177, 1.868)  0.27
C (-1.061, -2.702, -3.608)  -0.74
N (-1.847, -2.676, -2.365)  0.06
C (-3.062, -3.502, -2.329)  -0.98
C (-1.616, -1.814, -1.437)  0.69
N (-1.392, -1.031, -0.605)  -0.28
H (-0.856, -3.739, -3.867)  0.36
H (-0.117, -2.179, -3.475)  0.21
H (-1.623, -2.243, -4.422)  0.36
H (-2.805, -4.526, -2.593)  0.36
H (-3.790, -3.128, -3.050)  0.35
H (-3.500, -3.493, -1.333)  0.31
C (2.655, 0.044, -0.277)  -0.79
N (1.404, 0.417, -1.005)  0.51
C (1.191, -0.633, -2.033)  -1.68
N (2.308, -0.787, -2.936)  0.27
C (3.503, -1.133, -2.153)  -0.64
N (3.789, -0.099, -1.161)  0.22
C (4.022, 1.169, -1.852)  -0.71
N (2.835, 1.554, -2.629)  0.03
C (1.707, 1.681, -1.737)  -0.93
C (2.555, 0.498, -3.604)  -0.75
H (2.486, -0.905, 0.234)  0.15
H (2.875, 0.819, 0.457)  0.24
H (0.303, -0.363, -2.619)  0.33
H (1.014, -1.583, -1.518)  0.70
H (4.353, -1.228, -2.828)  0.36
H (3.343, -2.088, -1.647)  0.30
H (4.870, 1.061, -2.526)  0.34
H (4.246, 1.947, -1.121)  0.33
H (0.836, 1.972, -2.338)  0.62
H (1.910, 2.465, -1.003)  0.27
H (3.408, 0.391, -4.272)  0.36
H (1.677, 0.773, -4.194)  0.32

## Properties
E_LUMO (alpha / beta) ... -6.568 / -6.967 eV
2S+1 ... 3
Charge ... +2
Kohn-Sham gap (alpha / beta) ... 0.2087 / 0.1938 hartree
Energy ... -2786.09187 a.u.


What is the formula in the second record? C28H38N11O2V


Among the records above, which one has the lowest energy? C28H38N11O2V


Which formula does entry 1 have? C37H94N6O13


Among the records above, which one has the lowest 2S+1? C37H94N6O13